Record 1
Density functional theory data (ωB97M-V with the def2-TZVPD basis set) for a cluster of 2 separate species, H5N5 in total.

```
10
Properties=species:S:1:pos:R:3:forces:R:3
N 0.409402 -0.245960 0.291506 -0.078 0.355 0.508
N 0.038180 1.612852 -0.379034 1.556 1.092 0.281
N 1.564759 -0.954832 0.195218 -0.228 0.335 -0.325
N -0.678742 -0.855449 0.036929 -1.320 -0.030 -0.380
N -1.590116 -0.120197 -0.461608 0.212 -0.944 0.278
H 2.188993 -0.770668 0.969313 -0.215 -0.036 -0.078
H 1.448224 -1.933081 -0.041021 -0.019 0.178 -0.116
H -0.763753 1.992019 -0.882279 -0.309 -0.814 0.028
H -0.128009 1.873810 0.596445 0.111 0.041 -0.177
H -2.488940 -0.598494 -0.325470 0.292 -0.178 -0.018
```
Positions in Å, forces in eV/Å.

Computed properties:
- Energy above the lowest of the compared OMol25 structures with the same formula, charge and spin: 68.9 kcal/mol
- LUMO (alpha / beta): 0.1 / -0.4 eV
- HOMO energy (alpha / beta): -0.304 / -0.319 hartree
- Molecular weight: 75.07 u
- Frontier orbital gap (alpha / beta): 8.39 / 8.31 eV

Record 2
Density functional theory data (ωB97M-V with the def2-TZVPD basis set) for a structure of composition C61H59GeO2P3RuSeSi.

```
129
Properties=species:S:1:pos:R:3:forces:R:3
Ru 0.216841 0.146122 -0.277393 -0.595 1.249 -0.052
C 1.745365 -0.827743 3.330984 -0.581 0.339 -0.641
Si 1.161788 -1.158825 1.536783 0.724 -0.180 -0.652
C 2.828551 -1.635069 0.649989 -0.594 0.199 0.247
C 3.618661 -2.633348 1.220168 0.023 -0.046 0.021
C 4.861599 -2.959415 0.702389 -0.039 -0.090 0.077
C 5.349806 -2.284300 -0.406356 -0.007 0.012 -0.099
C 4.584646 -1.291225 -0.989121 -0.007 0.014 -0.011
C 3.327983 -0.968128 -0.474198 0.098 0.079 -0.076
P 2.402713 0.385482 -1.284243 -0.540 -1.258 0.389
C 3.727774 1.622722 -1.508304 -0.445 0.444 0.516
C 3.982044 2.256805 -2.722390 -0.100 -0.063 -0.007
C 5.018686 3.170638 -2.824876 0.024 0.060 0.015
C 5.806537 3.462364 -1.721979 -0.016 -0.086 -0.040
C 5.555558 2.830154 -0.512913 0.171 -0.079 -0.029
C 4.513326 1.929404 -0.397589 0.035 -0.203 -0.150
C 2.091448 -0.130029 -3.002495 -0.266 0.307 0.052
C 1.380003 0.788707 -3.782046 0.061 -0.080 0.147
C 1.083961 0.503690 -5.103087 -0.050 0.027 -0.016
C 1.469034 -0.713356 -5.647172 -0.010 0.028 0.015
C 2.157108 -1.634502 -4.871491 -0.006 -0.089 -0.038
C 2.474090 -1.348611 -3.552266 0.094 0.084 0.072
C -0.064605 -2.628090 1.507693 0.050 0.500 0.052
C -0.449615 -3.266182 2.688438 0.132 0.052 -0.008
C -1.341933 -4.324189 2.678152 -0.051 -0.113 0.037
C -1.843051 -4.796078 1.473226 0.074 -0.004 -0.006
C -1.466902 -4.185432 0.287693 -0.016 -0.041 0.029
C -0.633261 -3.070506 0.301172 0.155 0.056 -0.019
P -0.169036 -2.238510 -1.266500 -1.117 0.246 0.605
C -1.675615 -1.935232 -2.255586 0.012 0.171 -0.068
C -2.968897 -2.374467 -1.983278 0.114 -0.171 -0.039
C -4.013603 -2.015502 -2.820347 -0.039 -0.106 0.134
C -3.783710 -1.227203 -3.938259 0.076 0.048 -0.045
C -2.497344 -0.801547 -4.225050 -0.099 -0.038 -0.047
C -1.456487 -1.151238 -3.383013 0.067 -0.139 0.080
C 0.506145 -3.707034 -2.122838 0.716 0.386 -0.086
C 1.783497 -4.136519 -1.765857 -0.049 0.005 0.055
C 2.299234 -5.305433 -2.295635 0.074 -0.027 0.033
C 1.540030 -6.059009 -3.179413 -0.030 -0.012 -0.030
C 0.273111 -5.630081 -3.543488 0.046 -0.101 -0.006
C -0.242710 -4.451341 -3.028394 -0.103 0.188 0.048
H 1.963170 -1.762192 3.844833 -0.011 -0.151 -0.064
H 2.660717 -0.238694 3.317685 0.052 0.022 -0.063
H 0.998325 -0.287115 3.912093 -0.061 0.014 0.094
H 3.255570 -3.161194 2.093159 0.009 -0.066 0.057
H 5.453422 -3.734482 1.169261 0.033 -0.032 0.023
H 6.323491 -2.523277 -0.810045 0.036 -0.021 -0.015
H 4.966347 -0.745009 -1.842523 0.063 -0.014 -0.037
H 3.391213 2.027235 -3.595699 0.027 0.039 -0.023
H 5.212108 3.650842 -3.774000 0.004 0.010 -0.027
H 6.615733 4.174845 -1.809705 0.027 -0.007 0.017
H 6.174014 3.042301 0.347665 0.011 0.013 0.021
H 4.316248 1.446836 0.551689 0.041 0.019 -0.001
H 1.032387 1.716201 -3.340597 -0.025 0.011 -0.100
H 0.520458 1.217188 -5.687274 -0.016 0.033 -0.031
H 1.217011 -0.950938 -6.670892 0.016 -0.007 -0.055
H 2.445601 -2.587916 -5.292420 0.013 -0.038 -0.010
H 3.017661 -2.072696 -2.961332 -0.015 0.001 -0.016
H -0.031182 -2.935853 3.629878 -0.037 0.012 0.084
H -1.626578 -4.800310 3.607258 -0.014 -0.007 0.018
H -2.517466 -5.641041 1.455798 -0.009 -0.041 -0.003
H -1.821358 -4.583630 -0.653927 -0.013 -0.029 -0.004
H -3.161273 -3.020273 -1.139047 -0.098 0.152 0.104
H -5.017709 -2.351846 -2.594985 0.004 -0.041 -0.003
H -4.608628 -0.953703 -4.581133 -0.016 0.033 -0.038
H -2.301481 -0.184210 -5.089874 0.010 0.053 -0.009
H -0.457675 -0.810749 -3.606046 0.039 0.080 -0.018
H 2.362982 -3.554642 -1.058049 0.061 -0.057 -0.012
H 3.290769 -5.633688 -2.014511 0.024 -0.009 0.020
H 1.933561 -6.982464 -3.579985 0.027 -0.027 -0.035
H -0.322048 -6.219133 -4.227940 -0.008 0.008 -0.032
H -1.229582 -4.121233 -3.324221 0.010 0.014 -0.028
O -1.400960 2.092914 -3.164545 0.020 -0.017 -0.021
C -1.402052 2.211358 -1.952422 0.124 0.347 0.078
O -1.506896 1.249766 -1.093089 0.749 -0.625 -0.267
C -1.330702 3.584643 -1.325268 -0.014 0.024 -0.152
C -1.821752 4.650915 -2.071362 0.037 0.036 0.004
C -1.867569 5.923448 -1.534287 -0.031 -0.039 -0.038
C -1.406726 6.141584 -0.243886 0.001 0.068 0.031
C -0.881876 5.094291 0.490779 -0.045 -0.102 0.087
C -0.838431 3.804872 -0.038530 -0.076 -0.296 -0.193
P -0.017668 2.486865 0.935816 0.717 -0.457 -0.219
C 1.649822 3.189175 1.163216 0.122 -0.116 -0.012
C 2.174762 4.188458 0.351280 -0.113 -0.064 0.042
C 3.406820 4.748714 0.649218 -0.043 0.177 0.098
C 4.115014 4.325505 1.761131 -0.100 0.092 0.084
C 3.628317 3.280818 2.534370 0.080 -0.009 0.087
C 2.410609 2.701683 2.227475 -0.020 0.006 -0.200
C -0.695831 2.756766 2.626839 -0.067 -0.459 0.004
C -1.756186 1.962574 3.054020 0.011 -0.078 -0.182
C -2.283039 2.094730 4.328515 -0.006 0.112 0.068
C -1.744301 3.024382 5.202275 -0.048 -0.059 0.005
C -0.694195 3.828313 4.786313 -0.008 0.101 0.044
C -0.177370 3.706724 3.508108 0.071 0.024 -0.114
H -2.171984 4.449110 -3.073442 -0.024 -0.007 -0.030
H -2.269173 6.740692 -2.116571 -0.015 0.047 -0.002
H -1.454500 7.130743 0.189671 0.033 0.033 0.021
H -0.503341 5.280301 1.485789 -0.002 0.048 0.017
H 1.612148 4.542151 -0.501937 -0.010 0.067 -0.024
H 3.803471 5.532591 0.020139 0.017 0.049 -0.037
H 5.047401 4.805129 2.022467 0.083 -0.012 -0.004
H 4.196584 2.922904 3.381924 0.021 -0.007 0.059
H 2.022962 1.887070 2.826770 0.014 0.054 0.109
H -2.162716 1.223590 2.373991 -0.004 -0.001 0.143
H -3.110632 1.471122 4.639337 0.012 -0.025 0.001
H -2.141278 3.122980 6.202621 -0.004 0.019 0.054
H -0.271287 4.555660 5.465357 0.013 0.050 -0.002
H 0.637683 4.349871 3.207566 0.064 -0.018 0.043
C -5.643179 0.439685 3.399885 0.167 -0.411 0.049
Ge -4.769530 -1.326261 3.237145 0.161 -0.181 -0.603
C -3.312247 -1.508010 4.553508 -0.287 0.038 -0.126
C -6.062524 -2.811704 3.382476 0.154 0.316 0.217
C -4.006973 -1.652885 1.405066 -0.143 0.125 0.645
Se -2.855745 -0.325273 0.578733 0.008 -0.445 0.340
C -4.232375 0.959688 0.107827 0.243 0.082 -0.317
H -6.006881 0.547869 4.421082 -0.028 0.042 0.047
H -6.495733 0.524679 2.729367 -0.041 -0.020 -0.052
H -4.951520 1.254498 3.194663 0.050 0.023 -0.046
H -3.643980 -1.158843 5.530249 0.001 0.032 0.064
H -2.433868 -0.934912 4.262584 0.041 0.067 -0.078
H -3.021775 -2.551812 4.651702 -0.001 -0.090 -0.034
H -6.582672 -2.797893 4.337803 -0.047 -0.013 0.075
H -5.542669 -3.764451 3.294902 0.066 -0.035 -0.016
H -6.807767 -2.755205 2.591405 -0.015 0.056 -0.066
H -4.820112 -1.846762 0.702869 0.045 -0.087 -0.041
H -3.396443 -2.554642 1.479469 -0.050 -0.049 -0.033
H -5.103161 0.784178 0.732155 0.043 0.001 0.045
H -4.475938 0.827727 -0.944976 -0.047 0.024 0.044
H -3.838613 1.960813 0.266210 -0.057 0.021 0.032
```
Positions in Å, forces in eV/Å.

Computed properties:
- Multiplicity: 2
- LUMO (alpha / beta): -3.5 / -3.6 eV
- HOMO energy (alpha / beta): -0.353 / -0.353 hartree
- <S²>: 0.77
- Charge: +1
- Molecular weight: 1197.79 u
- Frontier orbital gap (alpha / beta): 6.08 / 5.96 eV

Record 3
Density functional theory data (ωB97M-V with the def2-TZVPD basis set) for a structure of composition C23H17BaN6O2.

```
49
Properties=species:S:1:pos:R:3:forces:R:3
Ba 2.778899 -2.533855 0.295117 -0.256 1.648 0.569
O -0.431344 2.430969 0.893380 0.010 0.338 -0.100
C -0.714203 1.608405 1.932291 0.344 0.032 -0.549
C -1.978407 1.713697 2.519125 -0.015 0.068 -0.357
C -2.411102 0.848337 3.487346 -0.229 0.102 0.369
C -1.513434 -0.088533 3.966195 0.394 -0.305 0.429
C -0.251793 -0.170904 3.402197 0.970 -0.392 0.584
C 0.223122 0.639335 2.347300 -0.843 -0.304 0.544
C 1.551186 0.287793 1.746924 0.954 -0.717 -0.800
O 2.152992 -0.778719 2.135688 -0.840 -0.274 -0.067
N 2.025898 1.008936 0.712497 -1.159 1.109 0.332
N 3.037983 0.409039 0.107442 0.620 -1.444 -1.378
C 3.556091 0.872046 -0.994838 -1.098 0.463 1.875
C 4.556367 0.096534 -1.664286 0.415 -1.740 -0.727
C 5.409198 0.743226 -2.569220 0.022 -0.163 -0.139
C 6.327202 -0.014725 -3.278697 0.623 -1.579 0.279
C 6.426648 -1.425843 -3.042481 -0.100 1.550 0.099
C 5.511023 -1.974178 -2.139479 0.559 -0.370 -0.472
N 4.573230 -1.291262 -1.482646 0.251 1.910 -0.281
H -1.174359 3.045606 0.780361 0.283 -0.179 0.041
H -2.644137 2.496662 2.184288 -0.047 0.099 -0.211
H -3.419442 0.950548 3.890279 0.311 -0.051 -0.014
H -1.734142 -0.686724 4.851224 -0.073 0.009 -0.409
H 0.463521 -0.863992 3.874596 -0.376 0.292 -0.536
H 3.302250 1.850010 -1.405990 -0.086 -0.036 0.172
H 5.341627 1.836453 -2.700515 0.014 -0.744 0.102
H 7.043996 0.421756 -3.978431 -0.383 0.072 0.238
H 7.252328 -1.988809 -3.511125 -0.860 0.147 0.304
H 5.523109 -3.055126 -1.948260 0.090 0.317 -0.106
N -6.645558 3.251925 -1.880759 1.401 -0.970 0.510
C -5.790908 2.520589 -1.582921 -2.203 1.477 -0.879
C -4.832102 1.539557 -1.250478 0.506 -0.937 0.824
C -3.478987 1.790437 -1.468983 0.050 0.493 -0.400
C -2.517409 0.860833 -1.113351 0.201 -1.130 0.332
C -2.915063 -0.377835 -0.513374 -0.146 1.249 -0.210
C -4.283933 -0.574813 -0.222354 0.583 -0.595 -0.185
C -5.243691 0.355654 -0.609633 0.297 0.471 0.004
N -1.925920 -1.379073 -0.159644 0.199 0.536 -0.708
C -2.057853 -2.342032 0.821647 0.718 -0.156 0.070
C -0.897053 -3.066536 0.762819 -0.185 -0.028 -0.108
N -0.069520 -2.613905 -0.241345 -0.064 0.877 -0.050
C -0.696644 -1.575655 -0.777474 -0.976 -0.262 0.279
H -3.209759 2.755448 -1.945473 -0.009 -0.836 0.409
H -1.465755 1.117035 -1.299071 -0.445 -0.353 0.236
H -4.605442 -1.500724 0.270925 0.149 0.431 -0.260
H -6.309625 0.217961 -0.392164 0.564 -0.103 -0.105
H -2.892006 -2.419298 1.520659 0.370 0.202 -0.489
H -0.581661 -3.913048 1.340176 -0.225 -0.130 0.313
H -0.365406 -1.033188 -1.669478 -0.280 -0.095 0.627
```
Positions in Å, forces in eV/Å.

Computed properties:
- Energy above the lowest of the compared OMol25 structures with the same formula, charge and spin: 0.0 kcal/mol
- LUMO: -3.5 eV
- HOMO energy: -0.381 hartree
- Charge: +1
- Molecular weight: 546.76 u
- Frontier orbital gap: 6.86 eV

Maximum force, record by record: 1.92, 1.42, 2.79 eV/Å